Molecular formula: C5H2FN3O2
Method: DFT, the ωB97M-V functional and the def2-TZVPD basis

Values from the calculation:
HOMO level (spin up / spin down) = -6.334 / -10.474 eV
Frontier orbital gap (spin up / spin down) = 6.484 / 8.144 eV
Spin multiplicity = 3
Energy = -16494.70027 eV

Last column: Mulliken spin population.
Element x y z (Å)
C1 0.6224 -0.8363 -0.6280  0.041
C2 0.3564 0.2760 -1.5108  0.035
C3 0.3914 -0.7489 0.8640  0.594
C4 0.3086 -1.7170 1.7591  0.605
C5 -0.5478 1.2137 2.0434  0.083
N1 0.0400 0.5413 1.2543  0.026
N2 1.5874 -0.0677 -1.4563  0.068
N3 -0.5365 1.0722 -2.0555  0.002
O1 0.2818 -2.5242 2.5923  0.453
O2 -1.0661 2.0354 2.6728  0.087
F1 0.2961 -2.0966 -1.0925  0.005
H1 -1.4960 1.0573 -1.7525  0.000
H2 -0.2377 1.7949 -2.6900  0.002